Record 1
{"formula": "C17H30N4O2", "method": "wB97M-V/def2-TZVPD", "elements": ["C", "O", "C", "C", "N", "C", "O", "N", "C", "C", "C", "C", "N", "C", "N", "C", "C", "C", "C", "C", "C", "C", "C", "H", "H", "H", "H", "H", "H", "H", "H", "H", "H", "H", "H", "H", "H", "H", "H", "H", "H", "H", "H", "H", "H", "H", "H", "H", "H", "H", "H", "H", "H"], "xyz": [[-1.190, 2.085, 0.439], [0.116, 1.817, -0.061], [0.192, 1.584, -1.474], [0.435, 0.066, -1.669], [-0.668, -0.769, -1.185], [-1.747, -1.148, -1.883], [-1.868, -0.812, -3.062], [-2.674, -1.914, -1.227], [-3.888, -2.341, -1.940], [-2.745, -2.370, 0.190], [-1.544, -2.169, 1.097], [-0.480, -3.017, 1.358], [0.375, -2.327, 2.179], [-0.276, -1.135, 2.428], [-1.404, -1.042, 1.769], [0.348, -0.018, 3.252], [1.450, -0.609, 4.158], [2.378, -1.562, 3.378], [1.618, -2.783, 2.801], [1.295, 2.522, -2.077], [0.919, 3.997, -1.798], [1.393, 2.348, -3.612], [2.686, 2.247, -1.456], [-1.150, 2.200, 1.522], [-1.588, 3.009, 0.019], [-1.888, 1.277, 0.217], [-0.756, 1.833, -1.960], [0.632, -0.161, -2.718], [1.328, -0.228, -1.121], [-0.668, -1.004, -0.203], [-3.900, -2.047, -2.991], [-3.987, -3.426, -1.910], [-4.773, -1.906, -1.474], [-3.618, -1.901, 0.648], [-2.975, -3.436, 0.180], [-0.245, -4.015, 1.017], [0.780, 0.725, 2.578], [-0.405, 0.509, 3.840], [2.030, 0.202, 4.604], [0.992, -1.143, 4.992], [2.857, -1.012, 2.564], [3.189, -1.905, 4.022], [1.351, -3.480, 3.596], [2.213, -3.329, 2.068], [0.872, 4.203, -0.728], [1.645, 4.690, -2.225], [-0.056, 4.248, -2.217], [1.783, 1.370, -3.894], [0.419, 2.460, -4.091], [2.059, 3.088, -4.058], [3.050, 1.248, -1.696], [3.433, 2.954, -1.816], [2.659, 2.331, -0.368]], "spin_multiplicity": 1, "e_homo_ev": -8.46, "total_charge": 0, "energy_ha": -1035.30040, "lumo_energy_ev": 0.6058, "relative_energy_kcal_mol": 29.84}

---

Record 2
{"formula": "C5H11O3", "method": "wB97M-V/def2-TZVPD", "elements": ["C", "O", "C", "C", "H", "H", "H", "H", "H", "H", "H", "H", "O", "C", "O", "C", "H", "H", "H"], "xyz": [[0.150, 1.732, -0.614], [-1.167, 1.670, -1.164], [1.124, 0.695, -1.223], [2.492, 0.719, -0.518], [0.483, 2.742, -0.873], [0.132, 1.531, 0.468], [-1.464, 0.746, -0.970], [0.643, -0.275, -1.125], [1.209, 0.886, -2.291], [2.389, 0.498, 0.546], [3.101, -0.069, -0.946], [2.976, 1.690, -0.571], [-1.721, -0.826, -0.186], [-1.210, -1.317, 0.820], [0.017, -1.218, 1.154], [-2.104, -2.152, 1.727], [-1.524, -2.859, 2.321], [-2.719, -1.476, 2.324], [-2.808, -2.720, 1.122]], "spin_multiplicity": 2, "e_homo_ev": [-9.47, -9.46], "total_charge": 0, "energy_ha": -422.74911, "s2": 0.7543, "lumo_energy_ev": [0.6304, -3.8817], "relative_energy_kcal_mol": 14.66}

---

Record 3
{"formula": "C53H52Br3F3LiN9O8", "method": "wB97M-V/def2-TZVPD", "elements": ["Li", "C", "O", "O", "C", "F", "F", "F", "C", "C", "H", "H", "H", "H", "H", "H", "C", "Br", "Br", "Br", "H", "C", "C", "C", "C", "C", "C", "N", "O", "O", "H", "H", "H", "H", "H", "C", "C", "C", "C", "C", "C", "N", "O", "O", "H", "H", "H", "H", "H", "C", "C", "C", "C", "C", "C", "N", "O", "O", "H", "H", "H", "H", "H", "N", "C", "C", "C", "C", "C", "H", "H", "H", "H", "H", "N", "C", "C", "C", "C", "C", "H", "H", "H", "H", "H", "N", "C", "C", "C", "C", "C", "H", "H", "H", "H", "H", "N", "C", "C", "C", "C", "C", "H", "H", "H", "H", "H", "N", "C", "C", "C", "C", "C", "H", "H", "H", "H", "H", "N", "C", "C", "C", "C", "C", "H", "H", "H", "H", "H"], "xyz": [[-3.314, 12.891, -22.417], [-0.352, 13.397, -23.407], [0.196, 12.347, -22.606], [-1.581, 13.786, -23.029], [0.696, 14.474, -23.750], [0.391, 15.136, -24.883], [0.891, 15.396, -22.782], [1.924, 13.905, -23.968], [0.458, 12.657, -21.244], [1.246, 11.454, -20.699], [1.603, 11.649, -19.689], [0.639, 10.545, -20.715], [2.063, 11.245, -21.392], [-0.441, 12.783, -20.637], [1.166, 13.478, -21.087], [-0.476, 12.813, -24.330], [1.293, 13.120, -16.502], [0.903, 14.260, -18.043], [-0.048, 13.415, -15.110], [3.117, 13.277, -15.875], [1.194, 12.083, -16.800], [1.591, 10.660, -26.827], [1.430, 10.412, -25.476], [2.446, 10.775, -24.604], [3.659, 11.181, -25.123], [3.874, 11.232, -26.506], [2.789, 11.166, -27.349], [4.761, 11.528, -24.220], [4.606, 11.312, -23.041], [5.754, 12.001, -24.727], [0.787, 10.391, -27.500], [0.534, 9.893, -25.165], [2.321, 10.773, -23.531], [4.844, 11.531, -26.879], [2.830, 11.415, -28.399], [3.214, 14.795, -27.543], [2.413, 15.928, -27.388], [2.118, 16.730, -28.464], [2.469, 16.297, -29.758], [3.175, 15.115, -29.938], [3.576, 14.408, -28.804], [2.009, 17.052, -30.925], [1.285, 18.006, -30.701], [2.322, 16.660, -32.028], [3.473, 14.244, -26.648], [2.045, 16.212, -26.411], [1.534, 17.635, -28.386], [3.507, 14.858, -30.934], [4.110, 13.481, -28.977], [-0.150, 16.820, -20.520], [0.208, 17.804, -19.606], [-0.757, 18.644, -19.098], [-2.070, 18.541, -19.549], [-2.437, 17.518, -20.423], [-1.463, 16.674, -20.927], [-3.087, 19.510, -19.141], [-4.109, 19.567, -19.788], [-2.844, 20.208, -18.174], [0.632, 16.112, -20.761], [1.227, 17.899, -19.257], [-0.528, 19.354, -18.313], [-3.496, 17.412, -20.613], [-1.772, 15.915, -21.639], [-1.438, 10.819, -17.029], [-2.497, 10.099, -16.665], [-3.770, 10.287, -17.184], [-3.924, 11.299, -18.118], [-2.816, 11.995, -18.574], [-1.574, 11.695, -18.034], [-2.362, 9.455, -15.803], [-4.638, 9.700, -16.919], [-4.894, 11.534, -18.540], [-2.933, 12.769, -19.322], [-0.622, 12.118, -18.328], [0.788, 6.314, -20.772], [2.101, 6.135, -20.700], [2.990, 6.942, -21.414], [2.520, 7.949, -22.214], [1.134, 8.096, -22.374], [0.343, 7.245, -21.622], [2.460, 5.306, -20.103], [4.041, 6.973, -21.145], [3.126, 8.691, -22.722], [0.735, 8.810, -23.079], [-0.721, 7.277, -21.832], [3.376, 16.389, -20.143], [3.603, 16.259, -21.448], [4.212, 15.163, -22.052], [4.641, 14.159, -21.211], [4.484, 14.308, -19.828], [3.830, 15.409, -19.350], [3.152, 17.062, -22.025], [4.398, 15.112, -23.115], [5.127, 13.287, -21.633], [4.938, 13.541, -19.215], [3.673, 15.410, -18.277], [-3.308, 10.904, -21.899], [-4.516, 10.301, -21.744], [-4.745, 9.182, -20.968], [-3.625, 8.586, -20.399], [-2.350, 9.063, -20.602], [-2.287, 10.223, -21.387], [-5.357, 10.771, -22.243], [-5.732, 8.754, -20.888], [-3.772, 7.805, -19.658], [-1.443, 8.681, -20.164], [-1.313, 10.698, -21.462], [2.035, 19.154, -25.506], [1.099, 18.232, -25.238], [-0.028, 18.111, -26.032], [-0.236, 18.958, -27.118], [0.735, 19.892, -27.374], [1.872, 19.944, -26.563], [1.118, 17.676, -24.310], [-0.740, 17.331, -25.793], [-1.117, 18.817, -27.730], [0.620, 20.659, -28.130], [2.649, 20.684, -26.698], [4.605, 8.041, -17.386], [5.644, 8.716, -16.848], [6.022, 9.993, -17.189], [5.255, 10.687, -18.131], [4.186, 10.033, -18.704], [3.902, 8.724, -18.277], [6.165, 8.204, -16.047], [6.876, 10.398, -16.664], [5.580, 11.652, -18.497], [3.588, 10.489, -19.481], [3.015, 8.199, -18.619]], "spin_multiplicity": 1, "e_homo_ev": -8.88, "total_charge": 0, "energy_ha": -11174.41565, "lumo_energy_ev": -0.8478}

---

Record 4
{"formula": "H8O4", "method": "wB97M-V/def2-TZVPD", "elements": ["O", "H", "H", "O", "H", "H", "O", "H", "H", "O", "H", "H"], "xyz": [[3.160, 6.828, 16.438], [3.637, 7.164, 15.679], [2.312, 7.273, 16.405], [4.597, 9.271, 16.287], [4.363, 9.097, 15.376], [3.810, 9.661, 16.667], [1.639, 8.109, 16.092], [1.014, 7.385, 16.126], [1.105, 8.893, 16.224], [3.835, 4.809, 16.782], [3.683, 5.753, 16.731], [3.518, 4.469, 15.945]], "spin_multiplicity": 1, "e_homo_ev": -9.12, "total_charge": 0, "energy_ha": -305.60960, "lumo_energy_ev": -0.2980, "relative_energy_kcal_mol": 106.43}